Entry 1:
Molecular formula: C10H21F6N4OPt
Method: DFT, the ωB97M-V functional and the def2-TZVPD basis

E_HOMO = -10.87 eV

Geometry as ORCA input:
```
! wB97M-V def2-TZVPD RIJCOSX def2/J DEFGRID3
* xyz 1 1
C 3.034 -1.054 -1.325
H -0.924 -0.822 -2.614
C -1.190 0.885 2.341
H -2.085 0.413 2.731
H -4.108 -1.710 -0.225
C -1.858 1.457 -1.340
N -0.249 -0.367 -2.008
H -0.473 1.545 -2.973
C 3.731 0.896 0.049
H -1.997 2.544 -1.342
N -0.174 -0.194 2.085
C -3.180 -1.176 -0.423
H 3.678 1.444 -0.889
F 2.907 -0.484 2.342
H -2.162 -2.211 1.048
F 2.316 -2.288 1.306
H -2.654 1.041 -1.962
F 2.672 -0.245 -2.358
H -3.398 0.067 1.291
H 0.748 0.227 1.968
C -0.502 1.119 -1.971
H 0.677 -0.544 -2.388
F 4.314 -1.372 -1.489
H -0.556 2.177 0.764
H 3.412 1.554 0.854
H -0.828 1.558 3.116
C 2.782 -0.298 0.002
C -3.238 0.199 0.222
H 0.316 1.541 -1.392
H -3.069 -1.097 -1.504
O 1.471 0.186 0.064
C -1.495 1.722 1.092
Pt -0.194 -0.864 0.055
H -4.102 0.757 -0.156
H -0.117 -0.838 2.866
H -2.190 2.533 1.338
H 4.760 0.588 0.222
C 3.105 -1.211 1.211
H -1.888 -2.801 -0.443
N -1.973 0.878 -0.002
F 2.309 -2.176 -1.455
F 4.368 -1.636 1.209
N -1.998 -1.942 0.084
*
```

Entry 2:
Molecular formula: C10H21N2
Method: DFT, the ωB97M-V functional and the def2-TZVPD basis

E_HOMO = -12.44 eV
Energy above the lowest of the compared OMol25 structures with the same formula, charge and spin = 128.7 kcal per mole

Geometry as ORCA input:
```
! wB97M-V def2-TZVPD RIJCOSX def2/J DEFGRID3
* xyz 1 1
H 3.026 3.136 -0.381
H -4.789 -1.783 -0.368
C -4.371 0.182 0.091
H -2.121 1.797 -0.728
C -0.697 0.739 0.334
H 3.294 1.843 -1.629
H 3.606 -2.376 -0.303
C -5.270 -0.919 -0.376
H -5.660 -0.678 -1.323
H 2.333 0.066 -1.446
H 4.624 -1.165 -0.809
H 1.612 1.846 -0.909
H 3.266 -1.214 2.215
H -4.581 0.573 1.105
C 2.472 0.056 0.566
N 2.513 -0.706 -0.737
C 2.834 2.132 -0.632
H 2.309 0.009 2.737
H -4.430 1.122 -0.567
C 2.413 -0.686 1.908
C 3.621 -1.639 -0.974
H -6.151 -1.074 0.320
C -2.091 1.074 0.180
C 0.508 0.618 0.133
H -2.825 -0.787 1.046
C -2.859 -0.221 0.119
H 3.812 1.469 1.290
N 3.240 1.209 0.418
H 3.511 -2.167 -1.884
H 1.469 -1.242 1.931
H -2.417 1.751 1.133
H -2.697 -1.020 -0.714
H 1.567 -1.153 -0.896
*
```

Entry 3:
Molecular formula: C10H21N3O
Method: DFT, the ωB97M-V functional and the def2-TZVPD basis

E_HOMO = -8.35 eV
SMILES = CC(C)NC(=O)CN1CCCNCC1
Energy above the lowest of the compared OMol25 structures with the same formula, charge and spin = 0.0 kcal per mole

Geometry as ORCA input:
```
! wB97M-V def2-TZVPD RIJCOSX def2/J DEFGRID3
* xyz 0 1
C 1.734 0.992 -1.264
H 2.200 -2.775 0.188
H 1.282 1.933 -1.601
H -2.848 -2.242 -0.081
O -1.589 0.294 2.135
C 0.267 0.827 0.690
H 1.987 0.412 -2.155
N 0.720 0.242 -0.555
C -3.315 -0.132 -0.096
H -1.454 0.359 -0.992
H 3.807 1.555 -1.252
C 0.942 -1.191 -0.511
H -3.845 0.878 -1.932
H 3.659 -1.092 -1.077
H -3.622 -0.128 0.955
H 4.256 -1.586 0.513
H 0.878 0.569 1.568
C -1.177 0.426 1.002
C 3.462 -1.035 -0.004
C -3.445 -1.545 -0.664
H 3.169 0.452 1.336
H -4.047 1.863 -0.478
C 2.119 -1.696 0.336
H 0.281 1.916 0.586
H -4.482 -1.869 -0.633
H -5.207 0.584 -0.846
H 0.023 -1.651 -0.133
H 1.082 -1.522 -1.546
N 3.567 0.349 0.409
C 3.038 1.346 -0.498
H -3.103 -1.571 -1.697
H 2.888 2.261 0.079
H 1.906 -1.528 1.395
N -1.929 0.285 -0.104
C -4.158 0.863 -0.889
*
```

Entry 4:
Molecular formula: C10H21N3O4
Method: DFT, the ωB97M-V functional and the def2-TZVPD basis

E_HOMO = -9.02 eV
SMILES = C[C@@H](O)[C@H](NC(=O)[C@@H](N)CCCCN)C(=O)O
Energy above the lowest of the compared OMol25 structures with the same formula, charge and spin = 21.8 kcal per mole

Geometry as ORCA input:
```
! wB97M-V def2-TZVPD RIJCOSX def2/J DEFGRID3
* xyz 0 1
H 0.371 -3.364 0.174
H -1.020 -0.269 1.836
C -1.297 -0.479 -0.208
H -1.398 2.104 -0.674
H 3.118 -1.726 2.983
H -1.385 4.243 -3.967
H -0.744 4.916 -1.655
H 0.224 2.636 -2.471
C 1.063 -2.175 2.604
H 3.792 -3.396 0.378
N 0.243 -2.378 0.347
H -2.395 -0.578 -0.277
H -0.165 -1.851 4.110
C -0.837 2.427 -2.745
H -2.716 3.357 -3.181
H 2.065 -1.974 4.473
H 0.259 0.379 -1.575
H 1.127 -0.621 1.111
H 1.962 -0.476 3.491
O -0.193 -1.790 3.146
C -1.682 3.675 -3.055
H -0.718 1.802 -3.660
O 2.866 -3.284 0.629
H -0.984 -0.490 -2.338
C 1.227 -1.720 1.147
C 2.144 -1.550 3.454
C -1.520 1.578 -1.637
N -1.673 4.688 -1.985
C -0.857 -1.920 -0.322
H -2.615 1.521 -1.800
H 1.139 -3.267 2.630
N -1.011 0.299 0.983
H -0.112 0.745 0.884
C 2.622 -1.951 0.639
O 3.476 -1.122 0.417
C -0.837 0.229 -1.497
O -1.388 -2.599 -1.202
H -2.152 4.381 -1.186
*
```

Entry 5:
Molecular formula: C10H21NaO9
Method: DFT, the ωB97M-V functional and the def2-TZVPD basis

E_HOMO = 1.36 eV
Energy above the lowest of the compared OMol25 structures with the same formula, charge and spin = 47.7 kcal per mole

Geometry as ORCA input:
```
! wB97M-V def2-TZVPD RIJCOSX def2/J DEFGRID3
* xyz -2 1
H -2.492 -3.512 -2.139
H 4.684 0.117 -1.416
O -0.668 -2.705 -2.710
H -1.102 3.210 -3.004
H -0.944 -2.995 3.274
H 0.383 3.873 -3.589
C -0.029 3.231 -2.810
C 4.624 1.139 -1.040
Na 0.910 1.057 -0.305
O 0.188 -0.809 -1.709
H 0.944 3.277 3.683
H -3.306 -2.284 2.293
O 0.869 2.619 1.678
O 3.378 1.556 -0.534
H 0.335 2.208 -2.895
H 2.882 -0.885 -4.112
C -1.859 -2.671 -1.852
H 3.309 -2.171 -2.976
O -1.651 -1.139 1.462
H -0.821 -1.547 4.058
H -2.623 0.313 3.610
C 2.622 -1.345 -3.159
C 0.371 2.756 2.916
O -3.111 0.512 1.700
H -4.213 -0.359 3.221
H 5.012 1.785 -1.828
H 2.618 -0.534 -2.430
C -3.185 -0.261 2.874
H -1.598 -2.958 -0.834
H 5.395 1.270 -0.280
O 1.399 -2.026 -3.268
C -2.533 -1.595 2.635
H -0.021 1.832 3.341
C 0.251 -1.760 -2.483
H -2.370 -1.710 -1.901
O -1.616 0.450 0.004
H -2.145 -2.559 4.558
H -0.571 3.301 2.861
O 0.425 3.579 -1.529
C -2.146 -0.038 0.954
C -1.592 -2.220 3.682
*
```

Entry 6:
Molecular formula: C10H21P
Method: DFT, the ωB97M-V functional and the def2-TZVPD basis

E_HOMO = -8.80 eV
SMILES = CC/C=C/C[C@@H](P)C(C)(C)C
Energy above the lowest of the compared OMol25 structures with the same formula, charge and spin = 10.6 kcal per mole

Geometry as ORCA input:
```
! wB97M-V def2-TZVPD RIJCOSX def2/J DEFGRID3
* xyz 0 1
H -0.563 -0.904 -3.488
H -2.000 -1.354 0.537
H 2.603 3.018 2.023
C 0.911 1.750 1.670
H 1.474 -0.268 -3.044
H -0.518 -0.302 1.285
C -2.198 -1.239 -0.505
H -2.881 -2.040 -0.753
H -1.896 -0.174 -2.846
H -0.163 1.824 1.722
H 1.451 -2.178 -2.186
H 2.495 0.534 1.035
P 1.697 -0.873 -1.724
C 0.056 -0.443 -0.950
H -1.058 -3.145 -0.266
H 0.184 -3.301 -1.485
C 1.426 0.595 1.116
H 1.077 3.867 1.587
C -0.764 -2.876 -1.295
C 1.274 3.341 3.667
C -1.081 -1.405 -1.496
H 1.390 4.406 3.719
H 1.946 2.801 4.253
H -2.758 -0.327 -0.624
H -0.174 0.618 -1.246
C 1.527 2.998 2.110
H -2.086 -1.761 -3.390
C -1.405 -1.085 -2.880
H -1.380 -3.401 -2.057
C 0.426 -0.462 0.713
H 0.212 3.168 3.853
H 0.776 -1.381 0.946
*
```

Entry 7:
Molecular formula: C10H22ClN3O6PS
Method: DFT, the ωB97M-V functional and the def2-TZVPD basis

E_HOMO = -13.40 eV
SMILES = CC[C@@H](Cl)[C@H]1O[C@@H](CCCCS(=O)(=O)O)NC(N)=[N+]1P(O)O

Geometry as ORCA input:
```
! wB97M-V def2-TZVPD RIJCOSX def2/J DEFGRID3
* xyz 1 1
H -1.500 -0.993 -3.595
H -0.499 -4.583 0.869
O -0.294 0.562 1.806
H 1.058 2.770 -0.410
C 0.689 2.749 1.732
H -3.997 -0.855 -1.570
O -1.005 -0.802 -2.782
H -1.317 3.130 0.170
C -1.199 1.355 -0.580
H 3.014 1.503 -1.650
H -1.225 2.223 2.556
C -0.591 1.925 1.717
H -2.299 1.929 -2.232
O -3.213 -0.287 -1.631
C -0.635 -1.714 1.452
N -1.339 2.157 0.458
O 4.452 -0.527 -2.102
H 1.215 2.476 2.649
S 3.380 -0.738 -1.206
H 2.043 0.521 1.081
H -2.220 -4.737 0.540
H 2.306 3.446 0.569
N -1.375 1.886 -1.836
N -0.950 0.062 -0.380
C -1.690 -2.846 1.400
C -1.101 -0.305 1.062
H 1.585 -1.865 -1.432
H -2.159 -0.182 1.336
P -1.824 -1.142 -1.441
C -1.378 -4.047 0.514
H -1.834 -3.201 2.419
H 3.454 1.499 0.750
H -0.358 -1.569 2.494
C 2.431 1.301 0.431
O 3.580 -1.307 0.085
C 2.477 0.802 -1.011
O 2.340 -1.640 -2.001
H 1.475 0.648 -1.411
H 0.401 3.797 1.849
H -2.626 -2.403 1.050
H -0.598 2.246 -2.364
H -1.197 -3.764 -0.520
C 1.614 2.605 0.522
Cl 0.911 -2.084 0.642
*
```

Entry 8:
Molecular formula: C10H22F2O8S2Tl
Method: DFT, the ωB97M-V functional and the def2-TZVPD basis

E_HOMO = -12.88 eV
Energy above the lowest of the compared OMol25 structures with the same formula, charge and spin = 153.4 kcal per mole

Geometry as ORCA input:
```
! wB97M-V def2-TZVPD RIJCOSX def2/J DEFGRID3
* xyz 1 1
F 2.203 6.947 -1.481
C 6.442 2.299 4.567
C -0.330 -1.330 -9.027
O -3.768 0.415 3.588
H -5.598 1.422 1.449
H -6.098 -0.255 1.726
H -3.110 -2.055 3.967
C -2.826 -2.283 2.940
H -5.110 0.121 0.247
H 6.101 3.241 4.995
O -0.817 0.641 -6.227
O -3.591 -1.553 1.974
C -0.584 -0.284 -7.045
O -2.544 0.645 1.369
H -1.814 -2.135 2.563
H -4.203 -3.955 2.672
H 5.699 0.313 4.046
C -0.802 -2.359 -8.108
H -2.564 -4.309 3.264
H -2.705 -3.963 1.619
H 1.142 1.026 4.471
O -0.497 -0.095 -8.323
H 7.062 2.355 3.672
Tl 0.246 3.333 -2.007
H 0.724 -1.387 -9.297
F -3.874 3.151 -2.425
O 4.460 1.740 3.363
S -3.681 0.072 2.171
H 2.511 0.060 4.081
O 3.335 3.372 4.958
S 3.025 2.449 3.882
H -1.853 -2.636 -8.188
H -1.244 -2.113 -6.010
C 2.222 0.968 4.609
C -3.149 -3.696 2.578
C -5.330 0.379 1.282
H -0.271 -3.305 -8.219
H 4.791 1.006 5.289
O 2.341 2.922 2.647
H 2.576 0.849 5.633
C 5.343 1.284 4.391
H -0.856 -1.444 -9.975
H 7.051 1.981 5.413
C -0.515 -1.770 -6.744
H 0.459 -2.064 -6.351
*
```

Entry 9:
Molecular formula: C10H22GaINO3
Method: DFT, the ωB97M-V functional and the def2-TZVPD basis

E_HOMO = -3.75 eV

Geometry as ORCA input:
```
! wB97M-V def2-TZVPD RIJCOSX def2/J DEFGRID3
* xyz -1 1
H 2.163 1.162 0.002
H 5.550 -1.627 -0.021
H 0.926 0.786 2.390
C 0.788 0.274 1.438
H 4.402 -1.430 -3.939
I -5.138 2.910 2.526
H -5.486 -1.287 1.397
H -3.783 -0.863 1.207
H -0.706 -1.139 2.034
C -4.764 -0.468 1.450
C 1.108 1.223 0.265
H 3.984 -0.074 -2.859
H 5.592 -0.258 -1.126
C -0.668 -0.219 1.425
H -1.273 1.236 2.717
C 5.582 -1.347 -1.073
H -4.813 2.639 -0.109
H 0.490 0.950 -0.586
N -1.636 0.751 1.906
H -0.925 -0.521 0.410
H -4.749 -0.113 2.477
Ga -2.415 1.958 0.609
C 3.909 -1.153 -3.009
O 2.523 -1.508 -3.061
H -1.994 1.595 -0.906
O 1.008 -1.970 -1.452
H 0.861 2.246 0.540
H -4.978 0.325 -0.543
H 6.513 -1.718 -1.502
C -4.481 1.968 0.679
O 3.217 -1.907 -0.980
H 1.468 -0.579 1.395
C 2.130 -1.813 -1.793
H -1.931 3.480 0.925
H 4.583 -2.971 -2.075
H -6.268 0.760 0.563
C 4.393 -1.928 -1.805
C -5.183 0.632 0.485
*
```

Entry 10:
Molecular formula: C10H23AgBrO6PS
Method: DFT, the ωB97M-V functional and the def2-TZVPD basis

E_HOMO (alpha / beta) = -13.58 / -13.57 eV
Energy above the lowest of the compared OMol25 structures with the same formula, charge and spin = 0.0 kcal per mole

Geometry as ORCA input:
```
! wB97M-V def2-TZVPD RIJCOSX def2/J DEFGRID3
* xyz 1 2
H -2.249 5.801 1.129
H 0.154 -4.606 -0.134
C 2.951 -2.598 -0.242
C -2.088 4.843 1.624
H -1.037 5.681 3.336
H 0.441 1.204 -1.821
C -0.837 5.015 2.497
O -0.525 -1.476 0.921
C -1.000 -4.845 -1.992
C 4.178 -2.359 0.614
O -0.003 -2.825 -1.203
H -1.317 4.160 -0.297
C -1.772 3.760 0.608
O -1.078 1.406 1.685
H 2.913 -3.651 -0.545
H -2.993 4.620 2.187
C -0.409 3.640 2.917
Br -3.622 0.109 -0.179
O 1.781 -2.311 0.538
H 0.630 0.241 -3.914
H -0.126 -4.963 -2.632
H -0.957 0.218 -1.386
H 5.071 -2.719 0.102
H -1.182 3.226 3.571
H 2.970 -2.033 -1.174
H -1.720 -4.229 -2.527
C -0.588 -4.101 -0.752
H 4.052 -2.847 1.576
Ag -2.200 -0.608 2.116
H 0.464 -1.359 -3.277
H -0.983 -0.457 -3.669
O 0.915 -0.551 -0.966
H -1.440 -3.847 -0.120
H 4.360 -1.289 0.738
O 0.690 2.777 0.642
C 0.042 0.193 -1.834
H 0.575 3.441 3.333
H -2.570 3.081 0.309
C 0.015 -0.365 -3.246
P 0.460 -1.780 -0.127
H -1.394 -5.821 -1.728
H -0.043 5.511 1.930
S -0.531 2.715 1.392
*
```

Entry 11:
Molecular formula: C10H23BFO3
Method: DFT, the ωB97M-V functional and the def2-TZVPD basis

E_HOMO = -3.89 eV

Geometry as ORCA input:
```
! wB97M-V def2-TZVPD RIJCOSX def2/J DEFGRID3
* xyz -1 1
H 2.264 -0.958 -3.271
H -3.890 3.140 3.541
O -3.013 1.619 1.765
H -0.718 3.645 1.472
H 1.999 -0.006 -1.055
C 0.489 -2.424 2.808
C -2.844 3.379 3.348
H 0.334 -1.366 -3.436
O 1.014 -2.848 0.538
C 0.622 -4.801 1.825
H 0.520 0.660 -4.930
H -2.276 3.242 4.270
H 1.351 -5.130 2.569
H 2.948 1.256 -3.140
C 0.948 0.858 -3.914
H 0.825 -5.314 0.885
H 0.279 1.612 -3.443
B 1.142 -0.535 -3.060
C 2.378 1.493 -4.066
C -0.872 2.639 1.867
H -0.527 -2.573 3.180
H 1.212 -2.647 3.596
H 0.604 -1.382 2.510
F 2.358 2.880 -4.330
H 2.884 0.936 -4.884
H -1.588 -0.313 -0.119
H -0.622 1.916 1.088
H -0.387 -5.056 2.153
C 0.736 -3.312 1.616
C -2.310 2.462 2.275
H -0.219 2.468 2.726
C 0.989 -0.343 -1.424
H -2.776 4.417 3.018
C -1.276 0.244 -1.034
H -1.536 -0.387 -1.911
H 0.808 -1.321 -0.909
O 0.060 0.693 -1.011
H -1.911 1.160 -1.112
*
```

Entry 12:
Molecular formula: C10H23BrFN2O4S
Method: DFT, the ωB97M-V functional and the def2-TZVPD basis

E_HOMO = -12.42 eV
Energy above the lowest of the compared OMol25 structures with the same formula, charge and spin = 13.4 kcal per mole

Geometry as ORCA input:
```
! wB97M-V def2-TZVPD RIJCOSX def2/J DEFGRID3
* xyz 1 1
N -1.122 -1.544 -4.330
H 0.258 -1.673 -2.711
C -1.155 0.648 2.106
O 1.212 -0.184 -1.066
O -3.385 1.757 0.287
S 1.991 0.084 0.080
O 2.527 -1.059 0.699
H 0.146 -0.075 -3.476
H -1.830 -4.889 -4.289
H -3.029 2.530 0.749
H -0.370 -4.067 -4.866
H -3.684 1.058 2.196
H -1.783 -0.170 0.260
O -2.963 -2.649 -3.581
Br 2.127 3.555 0.806
N 1.067 0.962 1.142
C 0.256 0.055 1.987
C -0.417 -0.937 -3.133
H 0.720 -0.144 2.944
H 2.650 0.965 3.599
H 3.657 0.889 2.146
H -1.169 -0.633 -2.413
H 4.521 2.991 2.480
H 1.044 2.340 2.633
C -1.853 -2.810 -3.958
C -1.115 -4.101 -4.070
H -1.863 -0.904 -4.626
H -0.615 -4.314 -3.124
H -1.106 1.659 1.714
C 1.774 1.983 1.922
H 0.153 -0.891 1.477
C -2.173 -0.105 1.273
H -4.306 0.041 0.903
H -1.460 0.762 3.139
H -0.454 -1.713 -5.082
C 2.983 1.507 2.725
H 4.432 2.349 4.075
F 3.162 0.958 -0.320
C 3.824 2.681 3.242
H 3.217 3.505 3.592
C -3.484 0.676 1.197
H -2.386 -1.092 1.674
*
```